The following is a DFT calculation (the ωB97M-V functional and the def2-TZVPD basis) of a single C23H29N3O3 molecule.

Structure (ORCA input):
```
! wB97M-V def2-TZVPD RIJCOSX def2/J DEFGRID3
* xyz 0 1
O -6.84924 -0.13551 -0.45362
O 3.37548 1.68640 1.40045
O 0.63991 -1.98394 0.13543
N 7.12512 -0.84599 -1.15967
N 2.47238 -0.06736 0.33516
N -0.86247 -0.83257 1.37413
C -3.15197 1.58181 -1.01627
C 4.97301 -1.35691 -0.01130
C -1.83959 -1.90083 1.49064
C 7.04672 0.53372 -0.71720
C 1.10909 0.32340 0.59350
C 3.52175 0.63586 0.80367
C -5.22685 -0.24118 1.22279
C -3.17367 -1.46707 0.94857
C 5.60815 1.01126 -0.48619
C 6.44476 -1.73718 -0.24069
C -3.49992 2.38504 0.05468
C -5.63526 -0.60831 -0.06060
C 4.90910 0.07682 0.51265
C -3.57918 -1.82099 -0.32741
C -4.01334 -0.66554 1.71563
C -1.19895 2.46140 0.72931
C -2.51919 2.82315 0.92882
C 0.27145 -0.95354 0.66690
C 0.58888 1.23949 -0.53852
C -1.83439 1.20464 -1.20465
C -4.79893 -1.40528 -0.83399
C -7.32436 -0.47773 -1.73293
C -0.84172 1.64373 -0.33885
H 2.56837 -0.98173 -0.08471
H -5.08273 -1.70806 -1.82966
H 5.45871 0.13276 1.46021
H -5.88530 0.37588 1.81311
H 6.98441 -1.70129 0.71075
H 5.60378 2.03059 -0.09928
H -3.71459 -0.37799 2.71351
H -0.43227 2.82543 1.39883
H 4.52066 -2.05261 0.69798
H -2.93564 -2.43670 -0.93827
H -1.93303 -2.17984 2.54657
H -7.43940 -1.56074 -1.84331
H -8.29971 -0.00203 -1.82215
H 7.60968 0.60879 0.21824
H 1.08018 0.86838 1.54357
H 1.23103 2.12340 -0.55344
H -2.78224 3.45674 1.76321
H -1.13865 0.07593 1.71553
H -1.44057 -2.74880 0.93041
H 6.70413 -0.92812 -2.08150
H 0.70188 0.71162 -1.48757
H 7.53921 1.16116 -1.46369
H 5.06092 1.00269 -1.43370
H 4.44606 -1.43606 -0.96677
H 6.51509 -2.75394 -0.63472
H -4.52940 2.67242 0.20421
H -6.66599 -0.09998 -2.52211
H -1.57169 0.56897 -2.03788
H -3.90970 1.24636 -1.70779
*
```

Calculated values
Strongest force on any atom: 0.67 eV Å⁻¹
Relative energy (zero: lowest compared OMol25 entry of this formula, charge and spin): 39.8 kcal/mol
LUMO: 0.0253 hartree

=====

The following is a DFT calculation (the ωB97M-V functional and the def2-TZVPD basis) of a single C23H29N3O4S molecule.

Structure (ORCA input):
```
! wB97M-V def2-TZVPD RIJCOSX def2/J DEFGRID3
* xyz 0 1
S -2.48770 2.00613 0.35158
O -3.02116 2.53836 -0.87039
O -2.68553 2.73382 1.57072
O 4.26567 1.29190 1.30589
O -2.37702 -1.92080 -1.92856
N -1.71438 -1.73799 0.22299
N -3.11673 0.46578 0.63510
N 3.17052 0.62222 -0.55554
C 6.21906 1.47494 -1.21236
C 5.60143 0.32439 -0.41462
C -2.46231 -1.39158 -0.83836
C 1.66787 0.05282 -2.33781
C 3.02182 -2.70120 0.36943
C 1.48032 1.63524 0.99368
C 4.29409 0.77880 0.20696
C -4.89496 -0.90925 -0.47836
C -0.35949 1.02847 -1.05029
C -3.48517 -0.28692 -0.55010
C 2.15311 -1.33763 2.13304
C -5.01517 -1.91781 0.66276
C -0.75416 -2.81393 0.18600
C 3.12599 -0.04059 -1.85903
C 3.23528 -1.89063 1.47130
C 0.86398 -1.60767 1.70854
C 0.13237 1.92855 1.13879
C -0.76346 1.63064 0.13174
C 0.97137 0.71219 -1.18908
C 0.63970 -2.42684 0.60964
C 1.73245 -2.96177 -0.06100
C -5.95940 0.17997 -0.36559
C 1.88958 1.01562 -0.17824
H 3.80744 0.45170 -2.55598
H -1.07189 0.82953 -1.83330
H 4.23810 -1.69103 1.81641
H -1.09998 -3.62733 0.84156
H -3.85904 0.54326 1.31460
H 1.56943 -3.60080 -0.91738
H 5.47002 -0.55421 -1.04388
H -6.95162 -0.25807 -0.44479
H -5.83853 0.91505 -1.15742
H -6.02174 -2.32890 0.68618
H 7.18016 1.17349 -1.62186
H 0.03026 -1.18089 2.24678
H -1.84669 -1.20875 1.07160
H -4.81735 -1.45110 1.62595
H 1.57469 0.64993 -3.24606
H 6.37234 2.33269 -0.56234
H 3.86136 -3.14387 -0.14846
H 2.31673 -0.69948 2.98719
H 1.24036 -0.92958 -2.53932
H -3.47472 0.40000 -1.40648
H 6.27287 0.07049 0.40714
H 3.43027 -1.08526 -1.74636
H 2.19254 1.88035 1.76230
H -0.75186 -3.18468 -0.84267
H -0.24141 2.40676 2.02991
H -5.89478 0.69933 0.58922
H -4.31490 -2.73794 0.52460
H -5.03484 -1.44026 -1.42556
H 5.57485 1.78089 -2.03366
*
```

Calculated values
Strongest force on any atom: 0.85 eV Å⁻¹
Relative energy (zero: lowest compared OMol25 entry of this formula, charge and spin): 7.9 kcal/mol
LUMO: 0.0222 hartree

=====

The following is a DFT calculation (the ωB97M-V functional and the def2-TZVPD basis) of a single C23H29N3O5S2 molecule at a distorted geometry.

Structure (ORCA input):
```
! wB97M-V def2-TZVPD RIJCOSX def2/J DEFGRID3
* xyz 0 1
S 2.54742 -2.52783 0.76621
S 5.11833 -2.35436 2.27490
O -5.00744 -1.43199 -1.22917
O -4.47627 -2.48323 0.68535
O 2.92121 0.66441 0.69050
O 3.94997 -0.51656 -2.15295
O -4.23131 0.68036 1.93544
N -2.01677 1.82531 0.53460
N 4.62190 -1.29535 -0.11279
N 2.75711 2.34139 -0.80909
C -2.30483 -1.53783 -2.05143
C 2.43530 -1.78185 -0.80208
C 5.86824 -0.55844 -0.10072
C 1.37336 -1.65326 -1.62574
C -0.95553 -1.46651 -2.31618
C -1.83573 -2.66609 0.02333
C -4.19645 -1.97294 -0.51533
C -2.75662 -2.10086 -0.85810
C -1.84337 0.73236 1.48080
C -5.78652 -2.25734 1.18594
C -0.01465 -1.95202 -1.39396
C 3.44714 1.53085 0.01877
C 1.37404 2.10834 -1.18814
C -2.95598 0.76740 2.52681
C -1.00414 1.81721 -0.50764
C 3.71548 -1.13416 -1.13696
C 5.75990 0.72587 0.72842
C -4.41270 1.74424 1.03052
C 4.20922 -2.00236 0.96980
C 4.94337 1.82542 0.04906
C -3.34471 1.73831 -0.05989
C -0.48542 -2.60008 -0.24503
C 0.39956 2.15564 -0.01028
H 0.21340 -3.02954 0.45439
H 5.08314 2.76362 0.59237
H 6.77139 1.09317 0.90654
H 1.59963 -1.15747 -2.56491
H -3.45597 0.82076 -0.66223
H 3.27569 3.00093 -1.36556
H 0.73065 1.43056 0.73031
H -5.40224 1.61130 0.58971
H -6.51584 -2.30612 0.37518
H -3.03114 -1.12896 -2.73814
H 5.30872 0.48677 1.69307
H 1.10385 2.86292 -1.92901
H -4.37459 2.70084 1.57302
H -2.87045 -0.08625 3.20135
H -0.97549 0.83649 -1.01792
H -5.82054 -1.26987 1.65165
H -2.18858 -3.12943 0.93105
H -2.88056 1.70126 3.10379
H 1.30139 1.11973 -1.65655
H -0.88373 0.84408 1.98571
H 6.10818 -0.33059 -1.14227
H 5.29321 1.96880 -0.97564
H 6.63687 -1.20735 0.32646
H -3.49377 2.60260 -0.71112
H 0.40190 3.14557 0.44648
H -0.61002 -0.99744 -3.22634
H -1.30112 2.56720 -1.24755
H -5.97587 -3.03331 1.92399
H -1.86121 -0.24431 0.96717
*
```

Calculated values
Strongest force on any atom: 1.16 eV Å⁻¹
Relative energy (zero: lowest compared OMol25 entry of this formula, charge and spin): 21.8 kcal/mol
LUMO: -0.0373 hartree

=====

The following is a DFT calculation (the ωB97M-V functional and the def2-TZVPD basis) of a single C23H29N3O7S molecule at a distorted geometry.

Structure (ORCA input):
```
! wB97M-V def2-TZVPD RIJCOSX def2/J DEFGRID3
* xyz 0 1
S -2.34517 1.72089 -1.67316
O -3.06149 2.81552 -1.08789
O 4.82207 0.29313 -0.89957
O -0.53083 -2.10086 -1.64465
O 3.52659 -2.05172 1.21614
O -2.31442 1.59522 -3.10108
O 2.69442 0.42629 -1.68409
O -1.31730 0.24742 2.53630
N -1.14097 -0.99595 0.25749
N -3.00823 0.33504 -0.98078
N 3.16655 1.40533 0.25653
C 1.55684 1.00543 -1.21394
C 3.21409 -4.21245 0.11024
C 3.93314 1.82225 1.39703
C 1.18517 -1.61792 0.67537
C -2.83902 1.71822 3.59090
C -4.04375 -2.33185 -0.07317
C -2.62191 -0.90750 -1.62718
C 1.83478 1.62662 0.01652
C 0.30160 1.03627 -1.77684
C 3.69158 0.66374 -0.78345
C -0.00036 -1.01290 1.05827
C 2.19240 -0.89264 2.73028
C -0.42027 2.31331 0.16720
C -0.67575 1.69296 -1.04324
C -1.30294 -1.40475 -1.02063
C -3.69924 -2.00597 -1.52495
C 3.73069 -2.78104 0.01714
C 1.00716 -0.28929 3.11496
C 0.85131 2.29964 0.72004
C 2.30152 -1.55007 1.50602
C -1.44933 1.10314 3.65273
C -4.95105 -1.61494 -2.30877
C -0.09910 -0.33268 2.28449
H -4.82204 -3.09087 -0.04234
H 0.07803 0.58589 -2.72828
H -1.32631 0.53353 4.58421
H -3.26361 -2.89629 -1.99058
H -1.23705 2.81928 0.65514
H 2.13496 -4.22881 0.24085
H -0.68145 1.88799 3.61734
H 3.05446 -0.86867 3.37773
H 1.20885 -2.11849 -0.27702
H -4.69531 -1.33995 -3.32905
H 1.06757 2.78942 1.65499
H -3.59230 0.93724 3.64779
H -5.46302 -0.77361 -1.84461
H -2.42843 -0.71958 -2.69328
H 3.98192 2.91145 1.44605
H 3.67371 -4.71783 0.95625
H -2.97697 2.40523 4.42065
H -3.17404 -2.71451 0.45434
H -4.40585 -1.44894 0.44884
H -2.96892 2.25585 2.65508
H 3.46468 -4.74764 -0.80101
H 3.28399 -2.26088 -0.83678
H 4.93612 1.41506 1.27888
H -4.00885 0.46074 -0.92110
H 4.81585 -2.77676 -0.11237
H -1.88965 -0.42150 0.63173
H 0.96073 0.21089 4.06944
H 3.48382 1.43064 2.31024
H -5.64483 -2.45162 -2.34051
*
```

Calculated values
Strongest force on any atom: 1.06 eV Å⁻¹
Relative energy (zero: lowest compared OMol25 entry of this formula, charge and spin): 0.0 kcal/mol
LUMO: 0.0176 hartree